Formula: C13H28BIN5O3S
Source: OMol25
Level of theory: ωB97M-V/def2-TZVPD

Computed properties:
Strongest force on any atom in Eh/bohr: 0.0398
HOMO energy in eV: -11.08
Total energy in Ha: -1732.1725
Charge: +1

XYZ file:
```
52
Properties=species:S:1:pos:R:3:forces:R:3:lowdin_charge:R:1
C -2.983 2.409 0.510 0.3 0.8 -0.7 0.018
C -1.661 2.636 -0.175 0.0 0.2 0.1 -0.455
O -0.595 2.515 0.393 -0.7 0.7 -0.8 0.033
O -1.699 3.061 -1.479 0.1 -0.3 0.8 0.007
C -2.221 2.109 -2.402 0.2 -0.3 -0.6 -0.174
C -1.121 1.138 -2.823 -0.3 0.1 0.0 -0.137
C -0.929 0.015 -1.801 1.1 0.3 -0.7 -0.197
C -0.465 -1.324 -2.392 -0.7 0.3 0.0 -0.156
C -0.804 -2.492 -1.481 0.2 -0.2 -0.3 -0.302
N 0.273 -2.759 -0.487 -0.5 0.2 0.0 -0.423
I -0.209 -4.486 0.565 0.2 0.1 0.1 1.060
C 0.470 -1.676 0.415 0.1 -0.1 0.3 -0.422
N -0.562 -1.078 0.921 0.2 0.2 0.2 0.164
C -0.536 0.053 1.859 -0.1 -0.5 0.4 -0.087
C -1.800 0.025 2.675 0.0 0.1 0.0 -0.162
N -2.529 1.051 2.781 0.5 -1.3 1.5 0.115
N 1.733 -1.268 0.753 0.0 -0.3 0.1 0.088
C 2.379 -0.327 -0.230 0.0 0.2 0.0 -0.112
C 2.191 1.153 0.070 0.0 -0.3 0.0 -0.248
C 2.577 1.545 1.484 -0.4 0.2 0.1 -0.554
S 2.345 3.323 1.771 0.4 0.2 0.2 0.752
B 2.675 -2.387 1.143 0.3 -0.3 -0.1 -0.736
N 3.369 -3.275 0.225 -0.1 0.8 0.1 0.187
O 2.890 -2.501 2.471 -0.3 0.1 -0.1 0.200
H -3.540 1.620 0.018 -0.3 -0.1 -0.1 0.083
H -3.549 3.336 0.461 -0.2 0.1 -0.3 0.108
H -2.812 2.153 1.547 0.0 0.3 -0.6 0.013
H -2.595 2.640 -3.271 0.1 0.3 0.1 0.133
H -3.056 1.549 -1.986 -0.2 0.1 0.1 0.112
H -1.358 0.765 -3.819 -0.1 -0.2 0.0 0.120
H -0.206 1.719 -2.913 0.1 0.0 -0.2 0.130
H -1.845 -0.126 -1.230 -0.1 0.0 0.1 0.108
H -0.125 0.362 -1.152 -0.4 0.0 0.4 0.073
H -0.986 -1.486 -3.336 -0.1 -0.1 -0.1 0.123
H 0.593 -1.306 -2.640 0.1 -0.1 0.0 0.116
H -1.778 -2.314 -1.016 -0.1 -0.1 0.1 0.098
H -0.923 -3.398 -2.067 0.2 -0.2 0.0 0.100
H -1.484 -1.402 0.660 0.0 -0.1 -0.2 0.142
H -0.430 0.996 1.331 0.1 -0.1 0.1 0.085
H 0.295 -0.120 2.540 0.2 0.1 -0.1 0.135
H -2.000 -0.924 3.181 -0.1 -0.1 0.0 0.129
H -3.312 0.858 3.403 -0.1 0.1 0.1 0.097
H 2.035 -0.581 -1.231 0.0 0.1 -0.2 0.111
H 3.449 -0.529 -0.221 0.1 -0.2 0.1 0.130
H 1.176 1.474 -0.158 0.1 0.1 0.1 0.062
H 2.849 1.690 -0.611 0.0 0.1 -0.2 0.124
H 2.010 1.012 2.239 0.0 -0.2 0.0 0.047
H 3.624 1.330 1.682 0.2 0.1 0.0 0.079
H 1.006 3.343 1.819 0.1 -0.2 -0.1 -0.159
H 3.626 -2.854 -0.656 -0.2 -0.2 -0.3 0.074
H 2.918 -4.162 0.065 0.2 -0.3 0.1 0.052
H 3.629 -3.104 2.594 0.1 -0.2 0.3 0.119
```
Forces are in eV/Å.